# 1
Molecular formula: C7H6O
Method: DFT, ωB97M-V with the def2-TZVPD basis set

The value obtained for the energy is -9401.34456 eV. As for the relative energy (zero: lowest compared OMol25 entry of this formula, charge and spin): 20.2 kcal/mol. The SMILES is O=C1[C@H]2C=C[C@@H]1C=C2.

CARTESIAN COORDINATES (ANGSTROEM)
O  -0.809  2.133  1.023
C  -0.474  1.074  0.540
C  0.874  0.774  -0.281
C  0.170  0.143  -1.466
C  -0.891  -0.524  -1.021
C  -0.980  -0.441  0.447
C  0.223  -0.995  1.158
C  1.254  -0.294  0.694
H  1.498  1.597  -0.547
H  0.405  0.313  -2.543
H  -1.708  -0.946  -1.624
H  -1.995  -0.605  0.852
H  0.114  -1.744  1.988
H  2.319  -0.484  0.781

***

# 2
Molecular formula: C7H6O
Method: DFT, ωB97M-V with the def2-TZVPD basis set

The value obtained for the energy is -9394.12905 eV. As for the relative energy (zero: lowest compared OMol25 entry of this formula, charge and spin): 186.6 kcal/mol.

CARTESIAN COORDINATES (ANGSTROEM)
C  1.777  0.350  -0.898
C  0.376  0.395  -0.407
C  -0.071  -0.573  -1.439
C  0.146  -1.327  -0.297
C  1.491  -0.731  -1.621
C  -0.326  0.320  0.961
C  -1.756  0.629  0.991
O  -0.169  -1.050  0.979
H  2.706  0.803  -0.648
H  2.002  -1.583  -2.194
H  0.432  0.761  1.768
H  -2.091  1.577  1.458
H  -2.291  -0.130  1.387
H  -2.223  0.559  -0.039

***

Look up the relative energy (zero: lowest compared OMol25 entry of this formula, charge and spin) of the first one. 20.2 kcal/mol

***

relative energy (zero: lowest compared OMol25 entry of this formula, charge and spin) of number 2 (C7H6O)? 186.6 kcal/mol